# 1
Density functional theory data (ωB97M-V/def2-TZVPD) for a molecular structure, C30H29CeN5O2SSb at a distorted geometry.

Structure (ORCA input):
```
! wB97M-V def2-TZVPD RIJCOSX def2/J DEFGRID3
* xyz 3 1
Ce 0.660 -0.586 0.679
C 1.389 2.971 1.087
C -0.082 2.662 1.044
C -1.009 3.574 0.567
C -2.355 3.245 0.586
C -2.762 2.012 1.100
C -1.791 1.142 1.556
N -0.476 1.460 1.517
Sb -2.468 -0.627 2.660
C -0.651 -0.701 3.811
C -0.761 -0.715 5.185
C 0.402 -0.731 5.955
C 1.629 -0.721 5.324
C 1.680 -0.699 3.940
C 2.986 -0.683 3.193
N 0.557 -0.693 3.204
C -1.890 -2.316 1.401
C -2.890 -3.161 0.972
C -2.527 -4.344 0.317
C -1.191 -4.638 0.115
C -0.231 -3.740 0.555
C 1.240 -3.951 0.331
N -0.585 -2.609 1.191
H 1.571 4.043 1.136
H 1.844 2.522 1.969
H 1.901 2.608 0.193
H -0.673 4.541 0.213
H -3.093 3.959 0.239
H -3.811 1.756 1.160
H -1.733 -0.716 5.661
H 0.343 -0.742 7.036
H 2.550 -0.726 5.894
H 3.793 -0.321 3.826
H 3.252 -1.690 2.859
H 2.939 -0.014 2.333
H -3.931 -2.928 1.151
H -3.291 -5.034 -0.020
H -0.887 -5.554 -0.376
H 1.527 -4.989 0.489
H 1.505 -3.701 -0.700
H 1.829 -3.350 1.029
C -3.516 3.765 -4.919
C -2.665 2.802 -4.183
C -3.169 1.503 -3.862
C -2.401 0.599 -3.185
C -1.081 0.986 -2.823
C -0.545 2.256 -3.120
C -1.335 3.144 -3.807
S -0.158 -0.139 -1.881
O -1.014 -0.385 -0.634
O 0.156 -1.374 -2.524
N 1.136 0.568 -1.263
C 2.397 -0.119 -1.535
C 3.124 0.040 -2.686
C 4.312 -0.674 -2.796
C 4.712 -1.509 -1.756
C 3.916 -1.606 -0.636
N 2.772 -0.911 -0.522
H -3.593 3.453 -5.972
H -3.112 4.775 -4.901
H -4.537 3.762 -4.529
H -4.169 1.230 -4.177
H -2.777 -0.396 -2.973
H 0.470 2.514 -2.843
H -0.939 4.117 -4.078
H 2.768 0.690 -3.475
H 4.920 -0.583 -3.688
H 5.633 -2.077 -1.811
H 4.187 -2.244 0.196
*
```

Orbital gap, Eh: 0.209
Highest occupied orbital energy, eV: -16.70
Relative energy (zero: lowest compared OMol25 entry of this formula, charge and spin), kJ/mol: 6.9

# 2
Density functional theory data (ωB97M-V/def2-TZVPD) for 5 unconnected molecules or ions with the total composition C30H29FO8 at a distorted geometry.

Structure (ORCA input):
```
! wB97M-V def2-TZVPD RIJCOSX def2/J DEFGRID3
* xyz 1 2
F 18.565 10.503 24.843
C 17.697 10.243 23.789
C 17.315 11.338 22.951
C 16.322 11.133 21.902
C 15.828 9.797 21.841
C 16.246 8.732 22.666
C 17.169 9.011 23.658
H 17.764 12.307 23.110
H 16.059 11.918 21.208
H 15.032 9.669 21.123
H 15.841 7.744 22.507
H 17.462 8.318 24.433
C 13.363 12.745 18.447
C 13.447 14.201 18.597
C 13.303 14.832 19.811
C 13.189 14.022 20.970
C 13.143 12.613 20.823
C 13.199 11.997 19.552
O 12.991 10.674 19.519
O 13.461 16.188 19.927
H 13.465 12.313 17.462
H 13.570 14.941 17.820
H 13.167 14.519 21.929
H 12.947 12.048 21.722
H 12.098 10.347 19.387
H 12.936 16.677 19.288
C 22.228 13.929 25.300
C 22.004 13.631 26.644
C 21.348 12.497 26.952
C 20.978 11.610 25.978
C 21.153 11.789 24.618
C 21.881 12.973 24.318
O 22.256 13.273 23.097
O 21.190 12.129 28.244
H 22.781 14.825 25.062
H 22.255 14.197 27.529
H 20.433 10.774 26.390
H 20.654 11.221 23.848
H 21.589 13.046 22.445
H 22.043 11.794 28.529
C 18.365 14.475 20.013
C 17.211 15.277 20.247
C 16.885 15.754 21.535
C 17.632 15.372 22.607
C 18.802 14.608 22.371
C 19.130 14.161 21.071
O 20.338 13.449 21.015
O 15.759 16.512 21.737
H 18.568 14.125 19.012
H 16.586 15.494 19.394
H 17.249 15.754 23.542
H 19.535 14.534 23.160
H 20.637 13.183 20.143
H 15.022 16.357 21.142
C 16.113 10.619 15.022
C 15.844 9.292 15.522
C 15.953 8.988 16.824
C 16.513 9.878 17.710
C 16.810 11.162 17.266
C 16.693 11.539 15.920
O 16.795 12.815 15.630
O 15.441 7.831 17.309
H 16.180 10.830 13.965
H 15.497 8.570 14.798
H 16.732 9.644 18.742
H 17.274 11.862 17.944
H 17.224 13.338 16.311
H 15.285 7.808 18.256
*
```

Orbital gap (spin up / spin down), Eh: 0.197 / 0.063
Highest occupied orbital energy (spin up / spin down), eV: -9.33 / -9.33

# 3
Density functional theory data (ωB97M-V/def2-TZVPD) for a molecular structure, C30H29HgIN3P at a distorted geometry.

Structure (ORCA input):
```
! wB97M-V def2-TZVPD RIJCOSX def2/J DEFGRID3
* xyz 0 1
C 1.007 3.582 0.258
C 3.153 0.133 -0.145
H 0.876 4.301 -0.572
H 1.993 3.961 0.651
H 0.272 3.733 1.065
H 3.234 -0.324 -1.149
H 3.981 0.848 -0.020
H 3.272 -0.584 0.681
C -1.937 1.542 -1.278
C -3.303 1.346 -1.575
C -3.714 0.071 -1.960
C -2.710 -0.918 -1.981
H -1.597 2.528 -0.955
H -4.040 2.163 -1.481
H -4.766 -0.166 -2.216
H -3.000 -1.948 -2.233
N -0.966 0.615 -1.299
C -1.350 -0.632 -1.639
C -0.290 -1.704 -1.566
N 0.845 -1.458 -0.874
C 1.765 -2.425 -0.789
C 0.498 -3.992 -2.074
C 1.675 -3.684 -1.390
H 2.691 -2.243 -0.233
H 2.536 -4.363 -1.292
C -0.479 -2.986 -2.152
H -1.417 -3.193 -2.664
H 0.339 -4.986 -2.520
Hg 1.733 1.618 0.167
I -1.806 2.108 2.222
N 0.017 1.126 2.257
P 0.034 0.026 3.448
C -1.315 -1.183 3.421
C -2.220 -1.323 4.485
C -3.253 -2.259 4.397
C -3.423 -3.024 3.240
C -2.578 -2.815 2.143
C -1.553 -1.873 2.220
C 1.571 -0.947 3.383
C 1.645 -2.174 2.703
C 2.849 -2.879 2.659
C 3.977 -2.392 3.326
C 3.911 -1.165 3.995
C 2.723 -0.433 4.006
C 0.087 0.675 5.127
C 0.243 -0.218 6.202
C 0.267 0.276 7.507
C 0.157 1.650 7.741
C 0.046 2.535 6.668
C 0.027 2.051 5.357
H -2.131 -0.691 5.370
H -3.942 -2.380 5.235
H -4.229 -3.758 3.181
H -2.721 -3.376 1.219
H -0.942 -1.648 1.339
H 0.770 -2.583 2.200
H 2.902 -3.811 2.094
H 4.908 -2.960 3.304
H 4.790 -0.768 4.503
H 2.687 0.538 4.509
H 0.341 -1.291 6.024
H 0.367 -0.417 8.341
H 0.158 2.029 8.765
H -0.026 3.608 6.844
H -0.062 2.734 4.509
*
```

Orbital gap, Eh: 0.284
Highest occupied orbital energy, eV: -7.66
Relative energy (zero: lowest compared OMol25 entry of this formula, charge and spin), kJ/mol: 0.0